Density functional theory data (the ωB97M-V functional and the def2-TZVPD basis) for a molecular structure, C27H34N3O2PRhS2.

Cartesian coordinates (Å):
1 C 2.800 -2.293 0.726
2 H -0.566 2.216 -3.138
3 H 0.336 -6.280 -1.110
4 H -3.469 0.334 -5.241
5 H -1.542 2.003 -5.231
6 C 3.859 -1.363 -1.243
7 H -2.361 -2.701 -4.856
8 C 0.797 -1.076 2.678
9 H -4.750 -2.952 -2.959
10 H -0.938 3.944 -3.377
11 O -3.907 -1.152 -3.349
12 C 2.646 -0.906 -1.677
13 C -1.543 4.404 -0.815
14 H -3.202 -5.514 -0.110
15 C -1.839 4.454 0.535
16 C -2.576 2.282 -5.430
17 C -2.535 -4.651 -0.052
18 C 2.535 -0.142 -2.965
19 C -0.198 -3.941 0.128
20 C -0.898 -5.952 1.334
21 C -0.414 3.224 -2.750
22 H -3.083 -2.808 -2.402
23 H -2.738 2.254 -6.508
24 H -1.558 -6.822 1.305
25 C -0.325 1.155 1.543
26 H 0.145 -0.271 4.552
27 C -0.701 -5.951 -1.170
28 H 3.523 0.094 -3.356
29 N 0.228 0.198 0.787
30 C 0.520 -2.980 0.182
31 C -3.529 1.315 -4.770
32 C 0.181 -0.132 3.480
33 H -1.830 5.206 -1.481
34 H -0.834 1.764 3.544
35 H 0.131 -6.301 1.427
36 O -3.256 1.208 -3.353
37 N 1.482 -1.089 -1.023
38 H -2.667 -4.043 -0.947
39 H -4.563 1.653 -4.846
40 H -1.637 3.437 2.416
41 H 1.993 -0.727 -3.711
42 H 4.753 -1.187 -1.820
43 H -3.067 -4.248 -4.385
44 H 1.977 0.784 -2.812
45 H -0.819 -5.363 -2.081
46 C -1.441 3.411 1.355
47 C -1.078 -5.117 0.061
48 C 1.440 -1.818 0.260
49 N -0.539 2.271 -0.544
50 H -2.818 -4.043 0.808
51 H -1.343 -6.831 -1.235
52 C -3.278 -3.187 -4.527
53 H -1.141 -5.363 2.219
54 H -2.366 5.302 0.951
55 C 0.808 -0.874 1.305
56 P -2.781 -0.185 -2.750
57 H 0.656 3.441 -2.797
58 H 1.260 -1.958 3.096
59 C -0.379 1.012 2.918
60 Rh -0.309 -0.056 -1.194
61 C 3.902 -2.065 0.000
62 S -2.716 -0.146 -0.776
63 H -2.737 3.305 -5.087
64 C -0.865 3.300 -1.324
65 S -0.945 -0.726 -3.387
66 C -0.802 2.328 0.770
67 H -4.030 -3.086 -5.310
68 C -3.761 -2.582 -3.228
69 H 4.853 -2.434 0.370
70 H 2.832 -2.847 1.654

Its spin multiplicity is 2. As for the total charge: 0. As for the orbital gap (spin up / spin down): 5.86 / 5.90 eV.

***

Density functional theory data (the ωB97M-V functional and the def2-TZVPD basis) for a gas-phase ion, C5H11N2 (charge +1).

Cartesian coordinates (Å):
1 H -1.587 -1.454 -1.702
2 C -1.244 0.465 -0.857
3 H 2.187 -1.484 0.053
4 H 0.681 -1.428 1.746
5 C -1.453 -0.956 -0.748
6 H -0.509 0.422 2.226
7 N -0.060 0.499 1.324
8 C 2.116 0.385 -0.619
9 N 1.701 -0.593 0.149
10 H -0.549 -1.382 -0.207
11 C 0.679 -0.612 1.040
12 H -1.073 0.908 -1.824
13 C -0.918 1.227 0.348
14 H 1.692 1.370 -0.527
15 H -2.269 -1.211 -0.068
16 H -0.449 2.185 0.107
17 H -1.836 1.460 0.898
18 H 2.891 0.198 -1.340

Its spin multiplicity is 1. As for the total charge: +1. As for the orbital gap (spin up / spin down): 8.19 / 7.02 eV.

***

Density functional theory data (the ωB97M-V functional and the def2-TZVPD basis) for 2 unconnected molecules or ions with the total composition C4H12O3.

Cartesian coordinates (Å):
1 C 0.313 2.778 0.749
2 C -0.484 -0.904 -0.496
3 O 0.387 -1.612 0.348
4 H 0.254 -5.410 -0.999
5 H -1.502 0.915 -0.510
6 O -0.208 -4.557 -0.835
7 H -1.059 -4.638 -1.322
8 C -0.772 0.406 0.149
9 H 0.027 -0.686 -1.453
10 H 0.896 1.225 -0.768
11 C 0.489 1.261 0.260
12 H -1.367 -1.532 -0.721
13 O 1.559 3.504 0.829
14 H -0.359 3.330 0.065
15 H -0.074 2.906 1.778
16 H 1.297 4.443 0.925
17 H 0.637 -2.463 -0.068
18 H -1.237 0.299 1.148
19 H 1.202 0.734 0.923

Its spin multiplicity is 1. As for the total charge: 0. As for the orbital gap: 10.34 eV.

***

Density functional theory data (the ωB97M-V functional and the def2-TZVPD basis) for 2 unconnected molecules or ions with the total composition C2H5NO.

Cartesian coordinates (Å):
1 O 0.230 1.869 0.093
2 H -0.602 -2.719 -0.169
3 C 0.482 0.553 0.022
4 N 1.412 -0.280 -0.059
5 H 0.014 -2.298 -0.157
6 H 2.322 0.180 -0.080
7 H -1.435 0.854 1.048
8 H -1.516 0.935 -0.799
9 C -0.905 0.907 0.100

Its spin multiplicity is 1. As for the total charge: 0. As for the orbital gap: 11.68 eV.

***

Density functional theory data (the ωB97M-V functional and the def2-TZVPD basis) for a molecular structure, C7H6As2Cl3CuF20O4.

Cartesian coordinates (Å):
1 F 10.191 19.590 -8.828
2 C 17.419 24.652 -5.951
3 F 8.668 16.588 -4.743
4 O 10.355 20.857 -3.378
5 Cl 13.650 17.614 -5.380
6 F 13.172 21.151 -5.357
7 F 17.341 23.989 -7.125
8 As 9.936 17.931 -8.269
9 H 13.256 23.839 -5.484
10 F 10.742 18.398 -6.742
11 H 10.173 21.559 -2.730
12 F 10.920 15.275 -2.458
13 F 9.271 17.600 -9.858
14 H 15.116 21.434 -4.938
15 F 8.598 16.171 -2.391
16 Cl 15.793 15.789 -4.484
17 F 15.400 25.840 -6.351
18 C 9.129 20.647 -3.913
19 F 9.104 14.291 -3.942
20 F 11.529 17.476 -8.857
21 F 16.056 25.669 -4.317
22 C 14.052 23.884 -4.736
23 F 10.550 17.476 -3.302
24 O 15.308 23.811 -5.383
25 F 18.167 25.766 -6.109
26 F 10.952 15.621 -4.953
27 C 13.898 22.742 -3.734
28 Cl 13.608 14.852 -6.257
29 F 8.365 18.362 -7.636
30 Cu 11.418 19.113 -4.747
31 F 14.088 20.383 -3.521
32 C 14.145 21.371 -4.438
33 O 8.188 21.396 -3.512
34 As 9.817 15.893 -3.670
35 F 14.865 22.878 -2.777
36 H 17.934 24.049 -5.199
37 C 14.648 16.192 -5.783
38 F 9.628 16.324 -7.682
39 C 15.999 25.004 -5.482
40 H 13.936 24.851 -4.242
41 F 12.726 22.799 -3.100
42 H 15.240 16.430 -6.657
43 O 9.022 19.712 -4.726

Its spin multiplicity is 1. As for the total charge: -2. As for the orbital gap: 6.12 eV.

***

Density functional theory data (the ωB97M-V functional and the def2-TZVPD basis) for 12 unconnected molecules or ions with the total composition C44H100O32P4.

Cartesian coordinates (Å):
1 C 4.589 -3.568 1.896
2 H -2.140 4.327 -0.231
3 O -2.987 4.281 6.288
4 H 3.414 7.390 -2.929
5 P -5.540 3.749 0.781
6 H -1.256 -3.150 4.121
7 H 3.555 -5.392 -1.194
8 C -8.017 4.467 0.078
9 H 4.226 -0.432 -0.877
10 O 4.138 2.910 2.123
11 H -3.207 1.544 -0.479
12 C 2.336 5.559 -2.553
13 H 0.347 1.749 0.020
14 O 1.446 -8.106 -2.205
15 O -4.317 -0.693 3.921
16 H -1.405 -0.953 -8.389
17 H 3.636 6.282 -4.205
18 H -3.511 3.397 3.147
19 H 5.283 -5.793 -1.876
20 H -5.317 1.014 6.845
21 H 4.232 4.604 0.948
22 H 5.870 0.055 -0.795
23 H 0.126 -7.773 0.010
24 H 8.200 -2.325 -3.057
25 H 1.430 -0.347 3.314
26 H -4.112 2.076 6.994
27 H 2.523 -5.147 -3.037
28 H -1.651 7.403 2.211
29 C -1.994 4.822 5.749
30 O -3.770 -2.401 5.888
31 O -1.357 4.413 4.723
32 O 1.873 5.895 -1.436
33 C -3.149 -2.138 -3.810
34 O 4.245 -4.303 0.841
35 C 0.873 -7.006 0.212
36 O 6.409 -1.312 -3.432
37 H 2.684 -1.153 -5.583
38 H 3.173 3.381 0.388
39 C 2.891 6.607 -3.478
40 H 0.868 -5.633 -3.549
41 H -4.427 1.719 5.384
42 H 2.248 -0.858 -3.812
43 H -3.035 -2.394 -2.756
44 H 0.727 7.802 3.203
45 O 4.006 -1.677 -3.924
46 C -5.222 5.553 2.710
47 H 1.430 1.352 3.568
48 H 5.267 -0.892 0.477
49 H 2.987 3.198 -1.511
50 H -2.726 -3.946 0.931
51 O -4.970 5.158 1.312
52 H -1.270 1.825 0.304
53 C -1.769 -1.762 -4.287
54 C -0.750 6.801 2.088
55 H -0.443 -5.361 0.952
56 C -1.296 6.270 -0.119
57 O -1.784 -1.747 -5.650
58 H -5.258 -3.987 5.713
59 H -2.568 5.395 -1.565
60 H 1.477 6.972 1.797
61 H -0.579 2.665 4.100
62 C 1.148 -3.026 0.346
63 H -3.980 -6.977 -2.951
64 H 0.332 -1.158 -8.289
65 H -8.137 4.494 1.161
66 C 3.537 -3.685 3.035
67 H 2.088 -2.422 -4.363
68 H 1.310 1.623 -3.444
69 O 5.111 0.439 2.737
70 H 3.018 1.851 -3.650
71 C 5.165 -4.481 -0.313
72 H -0.367 6.006 6.214
73 H 6.832 0.750 -6.037
74 O -0.789 -1.669 -3.520
75 C -3.044 -3.865 -0.108
76 H -2.307 -3.271 -0.648
77 O 5.677 -3.001 1.994
78 H -6.120 6.164 2.804
79 H 0.114 -6.531 2.260
80 H 0.495 -2.979 1.218
81 P 5.342 -1.177 -4.637
82 H 1.213 -4.057 -0.003
83 O 5.096 0.452 -4.798
84 H -0.172 -0.451 -6.122
85 H -2.650 1.805 3.110
86 C 0.329 -6.042 1.310
87 H 5.102 -3.569 -0.906
88 H -2.998 -7.954 -1.990
89 H -1.653 6.359 7.335
90 H -1.045 4.448 -1.555
91 C 7.209 -2.444 -3.496
92 C 1.822 -5.974 -3.148
93 O 0.521 -0.676 -0.341
94 H -1.896 2.378 5.107
95 C 2.215 1.925 -2.916
96 H 4.787 -6.540 -0.477
97 C -1.450 6.092 6.298
98 C -0.533 -1.453 -6.354
99 H -1.735 6.841 5.559
100 C -4.342 -3.082 -0.166
101 C 4.609 -5.621 -1.036
102 H 1.324 -2.024 -1.501
103 H -4.988 -3.441 0.635
104 H -1.943 3.328 2.391
105 H 6.179 2.215 -5.356
106 H -4.902 1.315 -0.100
107 H -4.872 -3.302 -1.093
108 C -0.617 -1.522 -7.896
109 H 2.285 -6.595 -3.916
110 H -0.702 -2.539 -8.278
111 C 2.063 0.535 3.220
112 P 4.217 1.253 1.809
113 O 0.989 -6.250 -0.959
114 H -5.196 -3.044 7.076
115 H 3.484 -2.678 3.447
116 O -1.510 7.403 -0.506
117 H -2.388 -2.535 3.078
118 H -8.728 3.712 -0.256
119 C 0.623 7.551 2.148
120 C 2.677 -1.526 -4.558
121 C 3.494 3.883 1.300
122 O 2.588 0.829 1.884
123 H 2.256 1.145 -2.156
124 O 4.633 1.205 0.256
125 H 6.765 -3.311 -3.006
126 H 1.153 -5.395 1.609
127 C -0.411 1.223 0.601
128 O -5.828 2.797 1.808
129 H 2.584 -3.908 2.557
130 H -0.291 -2.439 -1.146
131 H -0.686 -1.956 3.053
132 H 2.837 0.248 3.932
133 O 2.375 4.351 -3.047
134 H 7.400 -2.738 -4.528
135 C 1.480 -6.908 -2.017
136 C -3.555 -7.018 -1.948
137 H 0.668 8.529 1.670
138 H 3.855 -4.385 3.808
139 P -3.445 -0.971 5.096
140 O -4.300 3.350 -0.147
141 H 0.236 -2.078 -5.900
142 H -4.343 1.928 -1.708
143 H 5.371 1.315 -6.656
144 O -3.443 0.159 6.349
145 O -1.881 -1.257 4.703
146 H -5.362 4.707 3.382
147 H -0.806 6.185 2.986
148 H -4.186 -2.027 0.063
149 H 2.070 7.007 -4.072
150 H 6.172 -4.740 0.016
151 H 1.265 3.179 -1.553
152 H -0.278 1.493 1.649
153 H -5.803 -2.363 5.564
154 H -3.451 -3.110 -4.199
155 H -8.397 5.406 -0.326
156 H -4.354 6.049 3.145
157 O -6.694 4.056 -0.348
158 C -5.010 -2.966 6.005
159 C 0.613 -2.054 -0.675
160 C 4.980 -0.070 -0.178
161 H -4.226 -7.302 -1.137
162 O -3.352 -5.159 -0.534
163 H 2.715 4.482 1.771
164 O -1.524 -0.924 0.591
165 C -1.739 5.037 -0.955
166 C -1.568 3.065 4.327
167 C -0.501 -0.237 0.314
168 O 5.629 -1.982 -5.885
169 C -1.545 -2.196 3.680
170 H -3.838 -1.308 -3.966
171 O -0.936 5.891 1.116
172 C -2.548 2.888 3.184
173 C -4.202 1.963 -0.627
174 H 2.166 -2.667 0.502
175 C -2.798 -5.673 -1.657
176 C 5.905 1.221 -5.711
177 C 2.142 3.205 -2.199
178 O -2.001 -5.163 -2.472
179 H 1.787 -7.484 0.564
180 C -4.367 1.230 6.356

Its spin multiplicity is 2. As for the total charge: -1. As for the orbital gap (spin up / spin down): 1.33 / 10.16 eV.

***

Asked for max |F| across the records above, the calculation gives 1.082; 1.328; 1.900; 0.470; 4.391; 5.928 eV Å⁻¹ in order.
Asked for M across the records above, the calculation gives 630.602; 99.157; 108.137; 59.068; 853.830; 1265.148 g mol⁻¹ in order.